10 unconnected molecules or ions with the total composition C30H60O30S5. Source: the Open Molecules 2025 dataset; level of theory: ωB97M-V/def2-TZVPD.

HOMO-LUMO gap in eV: 9.153
E_tot in a.u.: -5426.48292
SMILES string: CCOS(C)(=O)=O.CCOS(C)(=O)=O.CCOS(C)(=O)=O.CCOS(C)(=O)=O.CCOS(C)(=O)=O.O=C1OCCO1.O=C1OCCO1.O=C1OCCO1.O=C1OCCO1.O=C1OCCO1
Energy relative to the best compared isomer or geometry (same formula, charge and spin) in kJ/mol: 1794.0

Geometry (Å):
C: 1.1873 -2.4796 -5.5072
C: 0.1327 -1.3992 -5.8087
O: 0.8815 -0.2596 -6.3570
S: -0.1005 1.0491 -6.7203
C: 0.8457 2.2465 -7.5235
O: -1.0381 0.5349 -7.6404
O: -0.6445 1.3686 -5.4539
H: 1.8984 -2.1890 -4.7031
H: 1.6770 -2.7832 -6.5817
H: 0.6069 -3.3336 -5.3144
H: -0.5804 -1.7717 -6.6739
H: -0.4272 -1.0673 -5.0753
H: 0.2994 3.0841 -7.2752
H: 1.0138 2.0530 -8.6227
H: 1.6605 2.5260 -6.8143
C: -1.5475 0.7690 7.6562
C: -2.1811 0.7698 6.1906
O: -1.1124 1.4019 5.3745
S: -1.2534 1.1855 3.7468
C: -0.2042 2.4188 3.0638
O: -0.6044 -0.0680 3.5073
O: -2.6045 1.4375 3.3901
H: -1.0424 1.8546 7.6794
H: -0.8157 0.0775 7.7349
H: -2.2438 0.6173 8.4711
H: -2.7941 -0.3153 5.7636
H: -3.1550 1.3185 6.2189
H: -0.1905 2.1920 2.2641
H: 0.8626 2.2980 3.1293
H: -0.3463 3.3645 3.4656
C: 3.8227 1.1945 -2.9279
C: 3.4774 2.5595 -3.5984
O: 2.3276 2.9743 -2.9378
S: 1.7301 4.5026 -3.4663
C: 0.1645 4.6877 -2.7155
O: 2.6777 5.5625 -3.1147
O: 1.5875 4.3373 -4.9469
H: 4.6072 0.8286 -3.0969
H: 3.0059 0.7397 -3.3981
H: 3.7702 1.1339 -1.8262
H: 4.2188 3.1255 -3.5549
H: 3.3126 2.4435 -4.6867
H: -0.2598 5.5282 -3.1070
H: 0.1918 4.8334 -1.7060
H: -0.6175 3.8298 -2.7462
C: -3.8909 0.6808 0.0614
C: -4.3696 1.9092 0.8095
O: -3.2771 2.8311 0.5725
S: -3.6508 4.3111 1.3596
C: -4.0157 5.3035 0.0058
O: -4.7220 3.9837 2.2133
O: -2.4406 4.7492 2.0033
H: -3.6204 0.8383 -1.0233
H: -4.9754 0.1335 0.0033
H: -3.1035 0.0486 0.6163
H: -5.3584 1.9109 0.5665
H: -4.4114 1.8480 1.7377
H: -3.9784 6.2839 0.2958
H: -4.8300 4.9693 -0.5031
H: -3.3737 4.9863 -0.6350
C: 7.0257 -2.6946 1.7765
C: 6.0209 -2.9845 2.8225
O: 4.9379 -2.1594 2.6856
S: 3.6479 -2.5779 3.7256
C: 2.2895 -1.8193 2.8774
O: 3.5203 -3.9598 3.6716
O: 4.0068 -1.7737 4.9129
H: 7.2095 -1.5660 1.7030
H: 6.6461 -2.8370 0.8437
H: 8.0367 -3.3562 1.9136
H: 5.9191 -4.1574 2.6657
H: 6.3708 -2.6588 3.6950
H: 1.9661 -2.3559 1.9221
H: 2.3880 -0.8443 2.4488
H: 1.5343 -1.6602 3.4333
O: 3.4920 0.9037 0.4057
C: 3.8582 0.9886 1.5535
O: 5.0576 0.6191 1.8963
C: 5.1950 1.0265 3.2755
C: 3.9156 1.6725 3.6256
O: 3.1648 1.5651 2.4569
H: 5.3379 0.1984 3.8844
H: 5.9094 1.6125 3.4738
H: 4.1472 2.7496 3.9849
H: 3.6196 1.0372 4.5451
O: -0.3606 -2.5040 0.3354
C: -0.2347 -1.5025 -0.3079
O: 0.8776 -0.7318 -0.3777
C: 0.5620 0.4921 -1.0167
C: -0.6401 0.1065 -1.8295
O: -1.2433 -0.9872 -1.0773
H: 0.4285 1.2208 -0.3602
H: 1.5556 0.8193 -1.6165
H: -0.4406 -0.0446 -2.8154
H: -1.3108 0.9131 -1.9633
O: -4.7715 -5.4599 2.7684
C: -4.3482 -4.2415 2.6654
O: -3.0678 -3.9343 2.6835
C: -2.9333 -2.5270 2.6547
C: -4.3319 -2.1270 2.3386
O: -5.1148 -3.2488 2.7150
H: -2.7030 -2.2557 3.5586
H: -2.0578 -2.1092 1.9539
H: -4.3463 -1.9158 1.4828
H: -4.5604 -1.1638 2.7772
O: 0.5228 -8.8083 1.6904
C: 0.3611 -7.5775 1.8761
O: -0.2315 -7.1897 3.0279
C: -0.4628 -5.8446 2.9413
C: 0.3743 -5.3607 1.7884
O: 0.8096 -6.5950 1.2095
H: -1.6121 -5.6502 2.5723
H: -0.0849 -5.4177 3.8907
H: 1.2426 -4.7192 1.9339
H: 0.0571 -4.7590 1.0705
O: -3.3211 -1.2700 -3.2890
C: -3.4960 -0.3319 -3.9548
O: -3.6080 0.9231 -3.5455
C: -4.0986 1.7070 -4.5134
C: -4.1034 0.8425 -5.8678
O: -3.5646 -0.4449 -5.3708
H: -5.0383 2.1065 -4.2731
H: -3.4626 2.4489 -4.7559
H: -3.4841 1.4184 -6.7359
H: -5.1539 0.7865 -6.3017

Löwdin population analysis, charges in e, atoms 1 to 2:
1 C -0.06
2 C -0.25